No. 1
Formula: C5H5FOS
Source: the OMol25 dataset
Level of theory: ωB97M-V with the def2-TZVPD basis set

XYZ file:
```
13
C5H5FOS (ωB97M-V with the def2-TZVPD basis set)
C 1.071 1.428 -0.145
C -0.213 0.886 0.162
C -0.389 -0.397 0.358
C -1.707 -1.057 0.164
C 0.816 -1.371 0.082
H 1.199 1.758 1.208
H 1.043 2.555 -0.973
H 1.819 0.313 -0.632
H -1.819 -2.146 -0.291
H 0.362 -2.285 0.190
O 2.058 -1.139 -0.118
F -1.124 1.775 0.104
S -3.115 -0.320 -0.109
```

Calculated values
ΔE to the lowest compared entry with this formula, charge and spin, kJ/mol: 596.6
LUMO, eV: -0.7276
Total charge: 0
HOMO-LUMO gap, eV: 7.911
Multiplicity: 1
Energy, eV: -20859.76407
Highest occupied orbital energy, eV: -8.64

=====

No. 2
Formula: C7H35NO11
Source: the OMol25 dataset
Level of theory: ωB97M-V with the def2-TZVPD basis set

XYZ file:
```
54
C7H35NO11 (ωB97M-V with the def2-TZVPD basis set)
C 1.592 -0.398 0.538
C 0.376 0.569 0.660
C -0.488 0.337 1.838
C -1.397 -0.737 1.841
C -2.237 -1.030 3.016
C -1.393 2.292 3.072
C -0.452 1.377 2.849
N 2.282 -0.790 1.790
H 1.274 -1.348 0.113
H 2.373 0.039 -0.079
H 0.766 1.580 0.679
H -0.183 0.491 -0.280
H -1.541 -1.426 1.015
H -3.313 -1.045 2.797
H -2.077 -2.111 3.167
H -2.018 -0.375 3.846
H -2.342 2.413 2.566
H -1.144 3.109 3.735
H 0.434 1.480 3.477
H 2.956 -0.105 2.111
H 1.613 -0.913 2.547
H 3.453 3.193 0.585
H 2.031 3.414 1.157
O 2.929 3.082 1.386
H 0.459 4.765 0.566
H 0.225 3.288 -0.285
O 0.485 3.814 0.485
H 0.986 -4.376 0.654
H 1.952 -3.673 -0.300
O 1.049 -3.996 -0.243
H -1.013 -0.704 -4.183
H -1.621 -2.133 -4.067
O -1.831 -1.212 -4.277
H -2.887 2.413 -0.548
H -2.721 1.209 -1.529
O -2.710 2.194 -1.464
H -0.211 1.015 -2.616
H 0.943 -0.007 -3.182
O 0.033 0.105 -2.863
H -1.147 2.774 -1.980
H -0.077 3.161 -2.897
O -0.157 2.783 -2.005
H -0.064 -3.267 -1.600
H -0.460 -2.076 -2.369
O 0.022 -2.911 -2.506
H 1.631 -2.986 2.189
H 0.547 -3.879 2.822
O 1.427 -3.889 2.437
H 3.052 -0.806 -2.765
H 2.055 -1.968 -2.979
O 2.345 -1.121 -3.339
H -1.205 -0.554 -1.549
H -2.431 -0.593 -2.483
O -2.164 -0.469 -1.550
```

Calculated values
ΔE to the lowest compared entry with this formula, charge and spin, kJ/mol: 10.3
LUMO (alpha / beta), eV: -4.2056 / -7.8757
Total charge: +1
HOMO-LUMO gap (alpha / beta), eV: 9.256 / 5.494
Multiplicity: 2
Energy, eV: -31830.84680
Highest occupied orbital energy (alpha / beta), eV: -13.46 / -13.37

=====

No. 3
Formula: C9H10CoF6N7O5S2
Source: the OMol25 dataset
Level of theory: ωB97M-V with the def2-TZVPD basis set

XYZ file:
```
40
C9H10CoF6N7O5S2 (ωB97M-V with the def2-TZVPD basis set)
Co 0.448 -0.099 -0.199
O 1.255 0.024 -1.959
C 0.261 -0.401 -2.940
C -1.002 0.259 -2.474
C -2.041 0.669 -3.279
C -3.134 1.294 -2.692
C -3.159 1.503 -1.321
C -2.093 1.072 -0.558
N -1.057 0.459 -1.143
H 2.093 -0.445 -2.101
H 0.170 -1.489 -2.911
H 0.570 -0.079 -3.932
H -1.992 0.507 -4.347
H -3.959 1.629 -3.308
H -3.992 1.995 -0.839
H -2.051 1.187 0.516
F 2.285 -0.671 1.893
C 1.541 -0.748 3.026
F 1.411 0.472 3.522
F 2.108 -1.551 3.880
S -0.111 -1.382 2.494
O -0.448 -0.399 1.406
O -1.005 -1.351 3.579
N 0.179 -2.794 1.923
S 0.755 -3.138 0.512
O 2.045 -3.709 0.490
O 0.601 -1.970 -0.439
C -0.485 -4.337 -0.183
F -0.221 -4.456 -1.474
F -1.694 -3.828 -0.013
F -0.359 -5.484 0.432
N 0.747 4.078 2.539
N 1.178 3.196 1.618
N 2.379 3.297 1.083
C 2.375 2.317 0.207
N 1.211 1.654 0.226
N 0.440 2.249 1.160
H 1.495 4.658 2.893
H 0.058 3.702 3.174
H 3.197 2.112 -0.459
```

Calculated values
ΔE to the lowest compared entry with this formula, charge and spin, kJ/mol: 51.7
LUMO (alpha / beta), eV: -9.5330 / -9.5338
Total charge: +2
HOMO-LUMO gap (alpha / beta), eV: 7.276 / 7.275
Multiplicity: 1
Energy, eV: -105745.82958
Highest occupied orbital energy (alpha / beta), eV: -16.81 / -16.81

=====

No. 4
Formula: C3H7NOS
Source: the OMol25 dataset
Level of theory: ωB97M-V with the def2-TZVPD basis set

XYZ file:
```
13
C3H7NOS (ωB97M-V with the def2-TZVPD basis set)
O 0.707 -1.517 -0.376
C 1.356 -0.334 -0.113
C 0.409 0.647 0.604
C -0.744 1.163 -0.353
N -1.873 0.721 -0.724
S -2.811 -0.667 0.117
H 0.263 -1.598 -1.225
H 2.242 -0.628 0.586
H 1.549 0.024 -1.249
H 0.159 0.019 1.449
H 0.926 1.444 1.172
H -0.369 2.088 -0.631
H -1.814 -1.362 0.744
```

Calculated values
ΔE to the lowest compared entry with this formula, charge and spin, kJ/mol: 322.0
LUMO, eV: 0.6645
Total charge: 0
HOMO-LUMO gap, eV: 9.950
Multiplicity: 1
SMILES: OCC/C=N\S
Energy, eV: -17594.59205
Highest occupied orbital energy, eV: -9.29

=====

No. 5
Formula: C3H6N2O3
Source: the OMol25 dataset
Level of theory: ωB97M-V with the def2-TZVPD basis set

XYZ file:
```
14
C3H6N2O3 (ωB97M-V with the def2-TZVPD basis set)
O -3.825 2.639 -0.499
N -2.966 1.834 -0.508
O -2.777 0.898 -1.270
O -2.046 1.996 0.477
H -1.233 1.427 0.234
H 1.025 1.294 0.850
N 0.245 0.706 0.635
C 0.474 -0.499 0.250
C 1.869 -1.079 0.361
C 2.179 -2.240 -0.269
H -0.165 -1.158 -0.309
H 2.467 -0.322 0.915
H 3.220 -2.646 -0.080
H 1.533 -2.850 -0.787
```

Calculated values
ΔE to the lowest compared entry with this formula, charge and spin, kJ/mol: 635.7
LUMO, eV: -0.2668
Total charge: 0
HOMO-LUMO gap, eV: 10.434
Multiplicity: 1
SMILES: O=[N+]([O-])O.[H]/N=C\C=C
Energy, eV: -12325.63943
Highest occupied orbital energy, eV: -10.70

=====

No. 6
Formula: C5H24NO7
Source: the OMol25 dataset
Level of theory: ωB97M-V with the def2-TZVPD basis set

XYZ file:
```
37
C5H24NO7 (ωB97M-V with the def2-TZVPD basis set)
C 0.775 -0.117 -1.595
C 0.962 1.472 -1.328
C 0.000 2.247 -2.200
C 2.427 1.887 -1.411
N -0.596 -0.498 -1.171
C -0.639 -1.940 -0.460
O -1.106 -1.885 0.816
H 0.904 -0.381 -2.646
H 1.629 -0.571 -1.149
H 0.635 1.519 -0.316
H -1.095 2.049 -2.078
H 0.057 2.122 -3.298
H 0.219 3.351 -2.070
H 2.354 2.960 -1.227
H 2.869 1.539 -0.485
H 2.806 1.511 -2.366
H -1.037 0.282 -0.593
H -1.340 -2.535 -1.078
H 0.220 -2.436 -0.575
H -1.590 -0.514 -3.242
H -0.783 -0.959 -4.429
O -1.707 -0.836 -4.179
H -1.784 -0.706 1.090
H -2.834 -0.101 2.020
O -2.032 0.265 1.796
H 1.008 2.582 1.869
H 0.651 2.236 3.207
O 0.241 2.829 2.524
H -1.577 -2.244 3.483
H -1.168 -3.079 2.173
O -1.144 -2.992 3.201
H -0.326 -0.916 3.638
H -0.959 0.302 2.893
O -0.325 0.042 3.670
H 1.245 -2.486 1.136
H 1.200 -1.845 2.448
O 1.843 -2.156 1.934
```

Calculated values
ΔE to the lowest compared entry with this formula, charge and spin, kJ/mol: 226.6
LUMO (alpha / beta), eV: 0.0537 / -4.7913
Total charge: 0
HOMO-LUMO gap (alpha / beta), eV: 10.337 / 5.464
Multiplicity: 2
Energy, eV: -21391.08689
Highest occupied orbital energy (alpha / beta), eV: -10.28 / -10.26